A structure of composition C35H79N9O11. Source: the Open Molecules 2025 dataset; level of theory: wB97M-V/def2-TZVPD.

total charge	0
lowest unoccupied orbital energy	0.121	eV
molar mass	802.07	u
Kohn-Sham gap	7.47	eV
ΔE to the lowest compared entry with this formula, charge and spin	46.928	eV
total energy	-73466.46385	eV

Positions of all 134 atoms, in Å:
1 H -5.582 -0.463 1.575
2 H -1.568 1.990 0.414
3 C -1.929 3.081 -2.660
4 C 1.838 1.725 0.647
5 C 4.432 0.121 -0.704
6 H 1.148 -2.357 0.961
7 H 1.600 -2.951 -0.097
8 H -2.962 -1.019 -1.109
9 H 2.182 4.201 -1.098
10 C 5.572 -0.755 -0.093
11 H -2.588 2.882 -3.520
12 H -4.240 3.289 -0.774
13 H -3.107 -3.038 0.821
14 H 1.178 -1.534 2.592
15 H -2.022 0.481 0.332
16 H -0.058 2.442 1.346
17 C 4.024 -3.025 -1.780
18 O 0.547 0.132 -1.122
19 H -1.247 -1.578 -0.005
20 O 0.922 2.087 1.379
21 C 3.768 -0.876 1.362
22 N 0.228 -0.520 4.255
23 H -0.223 4.673 3.504
24 H -0.070 -1.428 6.249
25 H 0.959 -2.336 5.012
26 C -4.729 -1.101 1.804
27 H 2.111 -0.373 3.357
28 C -3.138 -1.277 -3.629
29 H -1.342 0.666 -0.786
30 H -4.440 2.427 -2.228
31 O 3.375 -0.078 0.189
32 N -1.365 3.152 2.679
33 H -3.290 -1.881 -4.524
34 C -0.588 -0.924 0.567
35 O -1.574 0.360 5.397
36 H -0.086 0.127 -4.427
37 C -3.744 -1.439 -0.458
38 H 2.234 1.174 -5.370
39 O -0.650 -4.854 2.586
40 H 0.009 1.120 -1.815
41 H -2.164 3.568 4.638
42 H -2.434 0.186 2.030
43 H 5.529 -1.778 -0.469
44 H 2.784 1.577 -2.425
45 H -1.584 0.507 -5.102
46 H -4.077 -3.585 2.179
47 C -2.846 0.363 1.036
48 C 0.611 -1.379 5.399
49 C 0.843 -1.349 0.680
50 H 1.032 -1.891 -1.318
51 C -0.927 2.114 1.937
52 H 2.534 0.878 0.744
53 H -0.532 3.042 -0.390
54 C 1.269 1.431 -4.932
55 H -2.063 3.730 0.212
56 O -4.455 -2.419 -0.722
57 O 0.717 -2.428 -3.320
58 H 2.682 -2.000 -3.764
59 C 1.080 -0.551 3.052
60 H 0.423 2.660 -2.710
61 C -1.015 -3.737 3.055
62 H 3.307 -0.590 2.308
63 C -1.596 2.858 -0.245
64 H 0.759 0.098 2.238
65 O 3.058 -0.492 -3.597
66 H 5.838 -1.456 1.915
67 C -0.662 4.491 2.524
68 H 1.310 -0.742 1.456
69 H -0.807 1.495 -3.268
70 C 3.148 1.802 -1.422
71 C -0.932 0.261 4.388
72 H -2.994 -4.730 1.403
73 H -3.748 -0.406 -3.868
74 C 1.935 -2.430 -3.079
75 C -3.104 -3.686 1.698
76 H 2.242 -4.539 -0.425
77 H 0.590 3.620 -0.415
78 C -3.825 2.446 -1.328
79 N -2.358 2.705 -1.494
80 H 2.412 -0.895 -0.775
81 H -0.467 -3.147 3.805
82 H -3.339 3.052 3.525
83 H -1.098 -0.855 1.528
84 N -2.190 -3.181 2.643
85 H 1.409 -0.873 5.941
86 O -0.770 3.548 -2.792
87 H 4.019 2.458 -1.418
88 C -1.186 -0.745 -2.224
89 H -3.440 1.277 1.037
90 H 4.512 -3.999 -1.757
91 H 1.008 3.246 -2.064
92 H -3.371 -1.666 3.440
93 C 1.328 -1.005 -0.756
94 H -0.167 -0.398 -2.459
95 H 0.529 0.811 -5.438
96 H 3.583 -1.936 1.188
97 C -0.480 0.439 -0.160
98 O -1.450 1.057 1.989
99 H -2.207 1.918 4.202
100 C -1.060 -0.321 -4.625
101 H 3.551 0.816 -1.191
102 H 1.875 -0.033 -1.903
103 H -2.455 -1.359 2.011
104 H 4.494 -2.498 -2.610
105 H -1.187 0.822 3.475
106 H -4.305 -0.865 2.780
107 H -1.587 -1.419 3.648
108 H -0.884 -1.055 -5.412
109 H -1.373 5.293 2.322
110 H 0.781 -3.935 -1.202
111 H -4.202 1.633 -0.709
112 H 4.765 1.150 -0.839
113 C -2.380 -1.801 3.005
114 H 6.517 -0.298 -0.387
115 H 4.205 -0.323 -1.673
116 N 2.096 2.276 -0.541
117 C 2.073 0.067 -2.981
118 C 5.264 -0.700 1.378
119 C 1.433 3.410 -1.073
120 H -3.481 -1.893 -2.798
121 H -0.170 1.230 0.523
122 O -1.659 -1.161 -1.175
123 C -2.286 2.917 3.773
124 N -1.792 -0.771 -3.453
125 H 0.113 4.578 1.763
126 C 1.793 -3.666 -0.898
127 H 1.013 2.477 -5.104
128 N 1.200 0.931 -3.550
129 H 5.593 0.306 1.639
130 H -5.077 -2.134 1.839
131 N -3.784 -0.771 0.712
132 N 2.539 -3.015 -1.972
133 H 4.423 -2.565 -0.875
134 C 0.161 1.604 -2.779

***

A cluster of 8 separate species, C35H80B2NO11 in total. Source: the Open Molecules 2025 dataset; level of theory: wB97M-V/def2-TZVPD.

total charge	-1
lowest unoccupied orbital energy	1.831	eV
molar mass	712.64	u
Kohn-Sham gap	5.73	eV
total energy	-62963.47568	eV

Positions of all 129 atoms, in Å:
1 H 8.176 -1.618 2.753
2 H -6.128 -5.283 -3.629
3 C -11.010 2.825 2.189
4 H -7.126 1.476 0.514
5 H -8.278 -5.715 -5.761
6 C 1.560 -4.060 -0.012
7 H -11.967 2.332 2.367
8 H -8.006 -4.647 -2.153
9 C 1.297 -1.811 1.056
10 O 11.633 2.686 2.487
11 H 11.389 3.142 3.300
12 H 13.738 5.071 1.366
13 C 0.131 -5.338 -1.734
14 C -9.843 1.890 2.476
15 C 6.743 3.718 3.447
16 C 10.997 4.659 1.239
17 O -0.832 -3.795 -0.374
18 C 3.338 -2.249 -0.123
19 H -3.238 5.508 -0.172
20 C -3.541 -3.491 -3.059
21 H 5.608 5.375 2.658
22 H -0.883 5.478 0.906
23 H 4.751 -0.635 -0.208
24 H 8.452 0.034 -0.412
25 H 8.714 1.990 1.757
26 C -5.625 0.059 -0.172
27 H -10.979 3.165 1.154
28 H -9.886 1.037 1.798
29 C -3.555 -1.082 -3.975
30 H -4.484 4.427 0.474
31 C -8.186 -5.286 -3.018
32 H -3.167 -1.104 -4.996
33 H 8.125 4.926 4.096
34 O 7.999 4.389 3.306
35 H -8.213 -6.324 -2.684
36 H -5.567 1.757 -1.520
37 H 10.700 5.196 2.144
38 H 4.644 4.237 3.611
39 C -4.371 -2.341 -3.650
40 H -3.059 -2.520 -1.335
41 H -0.558 -2.096 -5.944
42 C -6.404 0.774 0.924
43 H 6.622 3.119 2.543
44 O -0.042 -1.710 -2.046
45 H -4.252 -4.229 -2.640
46 H -6.311 -0.527 -0.786
47 C -3.620 5.039 0.736
48 H 6.945 3.376 5.573
49 O -3.096 3.549 2.565
50 C -1.331 5.010 1.784
51 H -9.775 2.238 4.606
52 H -5.719 1.328 1.574
53 H 8.989 -1.730 1.182
54 H -6.533 -5.784 -6.019
55 C -7.105 -5.069 -4.065
56 H -4.154 1.617 -0.458
57 H -7.324 -7.009 -5.014
58 H -8.522 3.297 2.769
59 H -0.582 4.380 2.262
60 C 1.735 -0.525 1.336
61 C -0.389 -2.786 -5.109
62 B 0.560 -2.943 -2.204
63 C 7.809 0.060 1.426
64 C -7.321 -5.952 -5.285
65 C -9.864 1.394 3.914
66 H -4.814 -2.698 -4.581
67 H 7.251 -2.021 1.297
68 H 2.367 -4.698 -0.384
69 H -2.998 -4.007 -3.856
70 C 2.090 -2.686 0.316
71 C -4.879 1.051 -1.051
72 H 3.306 0.918 1.083
73 O 1.239 -3.266 -3.355
74 C 3.782 -0.960 0.158
75 H -1.188 -2.630 -4.386
76 H -3.965 5.828 1.412
77 H 0.317 -2.147 1.376
78 H -7.895 -3.460 -4.841
79 H -5.201 -2.086 -2.987
80 H 10.112 4.148 0.861
81 O -4.722 -0.887 0.390
82 O -7.049 -3.697 -4.447
83 H -2.662 -5.028 -0.762
84 H -0.989 -1.767 -2.271
85 C 13.347 4.350 2.086
86 H -10.953 3.708 2.832
87 H 5.745 5.367 4.417
88 C 0.412 -4.016 -1.024
89 N -2.594 -3.087 -2.038
90 H -10.790 0.863 4.139
91 C 8.930 0.939 1.954
92 H -6.935 0.052 1.547
93 H -1.607 5.798 2.492
94 H 1.098 0.143 1.905
95 O -1.082 -5.026 -2.389
96 H -4.086 -0.411 0.936
97 H -0.437 -3.808 -5.490
98 C 5.613 4.731 3.537
99 H 5.842 2.250 4.766
100 C -2.554 4.188 1.409
101 H -4.326 0.530 -1.831
102 O -8.605 2.532 2.189
103 H 0.889 -5.656 -2.456
104 B -1.863 -4.265 -1.371
105 H 6.865 0.345 1.895
106 C 2.976 -0.095 0.877
107 H 1.152 -4.500 0.903
108 H 1.146 -1.442 -4.356
109 H 1.739 -2.821 -5.262
110 H 3.954 -2.932 -0.698
111 H -0.015 -6.142 -0.991
112 H -2.750 -0.910 -3.263
113 H 14.126 3.618 2.303
114 C 6.777 2.800 4.658
115 C 0.986 -2.511 -4.528
116 H 12.350 3.098 0.655
117 H 7.594 2.084 4.566
118 H 11.326 5.388 0.497
119 H 9.879 0.709 1.465
120 H -9.024 0.724 4.097
121 H 9.059 0.808 3.030
122 H -4.218 -0.209 -3.935
123 O 7.632 0.285 0.026
124 H -2.257 3.382 0.738
125 C 12.099 3.660 1.556
126 C 8.070 -1.416 1.686
127 H 13.119 4.880 3.014
128 H -3.370 4.238 3.179
129 H -9.168 -5.029 -3.427

***

A cluster of 12 separate species, C35H81N11O15S in total. Source: the Open Molecules 2025 dataset; level of theory: wB97M-V/def2-TZVPD.

multiplicity	2
total charge	-1
lowest unoccupied orbital energy (spin up / spin down)	1.729 / 1.694	eV
molar mass	928.16	u
Kohn-Sham gap (spin up / spin down)	1.44 / 8.48	eV
ΔE to the lowest compared entry with this formula, charge and spin	0.576	eV
total energy	-95549.26206	eV

Positions of all 143 atoms, in Å:
1 N 12.331 28.067 5.109
2 O 22.003 20.959 1.529
3 H 18.317 27.619 8.431
4 H 18.034 27.574 10.928
5 H 18.651 21.461 6.305
6 H 15.391 26.615 13.890
7 H 16.301 30.638 5.154
8 H 21.077 31.154 1.859
9 C 24.183 28.314 3.207
10 H 16.459 17.675 7.567
11 S 21.805 22.980 7.225
12 H 20.146 21.792 2.890
13 O 16.903 20.658 8.534
14 H 17.800 20.978 4.839
15 H 19.698 21.798 8.832
16 H 23.749 29.156 3.747
17 C 14.900 25.511 11.369
18 H 16.373 26.959 4.044
19 H 14.719 22.065 5.903
20 H 23.557 21.783 -0.416
21 O 16.940 28.195 6.958
22 N 12.427 22.207 7.320
23 C 13.114 23.198 6.739
24 H 22.163 19.999 8.273
25 N 20.986 30.574 2.680
26 H 16.238 26.326 0.642
27 H 20.176 26.242 3.190
28 H 17.076 25.240 8.119
29 H 20.174 28.674 3.210
30 C 20.165 28.354 7.175
31 H 24.380 28.763 2.234
32 H 21.996 27.723 4.480
33 H 12.549 30.119 4.360
34 H 22.520 23.076 -0.802
35 H 13.177 25.452 3.308
36 C 18.821 27.019 10.416
37 H 10.988 29.512 5.181
38 H 17.678 18.869 6.049
39 H 14.621 27.617 8.705
40 C 19.930 29.585 2.665
41 O 20.798 23.739 6.460
42 H 19.423 29.153 7.201
43 C 17.071 19.676 7.811
44 N 22.068 27.109 3.682
45 H 16.551 31.352 6.681
46 H 13.012 25.486 10.339
47 C 21.083 26.080 3.771
48 H 15.248 29.729 3.313
49 C 21.279 20.508 7.890
50 H 14.190 24.310 12.795
51 H 14.252 27.915 2.102
52 H 13.523 22.912 4.783
53 H 20.592 19.698 7.645
54 H 12.347 21.338 6.811
55 C 19.725 22.604 2.297
56 O 21.658 21.329 6.792
57 H 23.624 23.276 0.416
58 O 23.348 26.435 1.920
59 H 14.325 27.241 7.072
60 H 22.419 32.918 4.164
61 C 20.297 27.884 8.607
62 H 18.970 29.964 3.014
63 H 25.123 27.911 3.582
64 H 20.803 25.818 4.792
65 O 15.625 26.448 11.050
66 H 14.655 26.564 -0.149
67 H 15.778 18.381 9.056
68 H 18.377 26.072 10.111
69 H 20.798 23.795 0.988
70 C 12.077 29.516 5.135
71 C 22.733 31.951 3.771
72 O 16.958 23.892 4.552
73 O 21.403 22.732 8.841
74 N 14.949 24.951 12.613
75 H 21.113 28.594 6.694
76 H 14.082 26.119 4.657
77 H 19.698 26.847 11.040
78 H 12.422 27.623 6.011
79 O 12.998 24.346 7.090
80 C 15.845 29.883 2.415
81 N 20.923 22.934 1.501
82 C 17.365 24.619 7.271
83 O 12.567 27.868 2.864
84 H 18.357 24.174 7.350
85 H 18.009 26.773 3.665
86 C 15.702 25.602 13.636
87 H 16.644 23.813 7.131
88 C 13.964 24.954 10.341
89 C 21.653 30.859 3.807
90 C 14.112 22.948 5.700
91 H 14.368 25.078 9.336
92 H 13.174 28.316 7.803
93 C 15.168 26.452 0.806
94 H 12.394 30.042 6.036
95 C 16.797 30.458 6.108
96 H 13.657 23.930 10.555
97 C 12.610 27.376 3.985
98 H 11.629 23.015 9.060
99 C 16.672 18.296 8.438
100 N 17.321 25.475 6.096
101 H 16.901 25.760 2.839
102 H 12.440 25.470 4.919
103 C 11.292 22.406 8.221
104 N 17.510 19.730 6.550
105 C 17.092 25.082 4.859
106 H 15.720 25.052 14.577
107 C 23.129 27.218 2.865
108 N 19.091 27.537 9.075
109 H 17.594 26.418 6.334
110 O 21.486 30.232 4.844
111 H 20.909 21.172 10.036
112 H 17.886 30.473 6.064
113 H 23.078 32.089 2.747
114 H 16.951 21.804 6.157
115 N 15.061 27.757 1.518
116 H 15.337 30.474 1.652
117 H 19.750 27.522 6.605
118 H 17.477 17.832 9.007
119 C 16.153 28.555 1.659
120 C 13.083 26.021 4.233
121 H 14.761 23.822 5.651
122 C 17.712 21.061 5.922
123 C 21.900 22.083 1.146
124 N 15.003 29.229 7.324
125 H 16.764 25.715 13.415
126 O 23.196 23.385 7.120
127 H 21.491 25.197 3.280
128 H 14.864 25.632 1.458
129 H 19.819 29.407 1.595
130 H 18.850 22.343 1.701
131 C 16.243 29.190 6.818
132 O 17.271 28.262 1.293
133 H 16.751 30.412 2.712
134 C 20.728 21.488 9.008
135 H 10.927 21.471 8.645
136 C 14.233 28.059 7.787
137 C 17.105 26.183 3.823
138 H 10.489 22.849 7.631
139 C 22.917 22.530 0.054
140 H 23.621 31.632 4.318
141 O 21.326 27.744 9.140
142 H 14.500 30.100 7.243
143 H 19.413 23.425 2.943

***

- total charge of number 1 (C35H79N9O11)?
  0

***

- The highest total charge belongs to which entry?
  C35H79N9O11

***

- Which of these has the lowest molar mass?
  C35H80B2NO11